The ion C5H11N2O with charge +1 in a non-equilibrium geometry. Source: the OMol25 dataset; level of theory: the ωB97M-V functional and the def2-TZVPD basis.

* SMILES: [NH2+]=CC(=[NH2+])CCC[O-]
* charge: +1
* E_tot: -381.37652 hartree
* HOMO energy: -13.58 eV
* energy relative to the best compared isomer or geometry (same formula, charge and spin): 180.37 kcal per mole

The geometry in XYZ format:
```
19
Properties=species:S:1:pos:R:3:mulliken_charge:R:1
N 1.19 2.69 0.07 -0.51
C 0.96 1.46 -0.66 0.02
C 0.61 0.33 0.01 0.10
N 0.65 0.34 1.42 -0.25
C 0.56 -1.10 -0.61 -0.80
C -0.87 -1.39 -0.91 -0.45
C -1.63 -1.25 0.46 -0.35
O -0.98 -1.68 1.60 -0.51
H 0.51 3.45 -0.13 0.29
H 2.09 2.97 -0.11 0.25
H 1.08 1.40 -1.72 0.41
H 0.66 1.19 2.07 0.33
H -0.04 -0.41 1.79 0.34
H 0.84 -1.85 0.24 0.32
H 1.34 -1.11 -1.37 0.46
H -1.05 -2.47 -1.14 0.36
H -1.47 -0.75 -1.71 0.31
H -2.60 -1.72 0.20 0.41
H -1.85 -0.10 0.49 0.29
```

***

The ion C5H11N2O with charge +1 in a non-equilibrium geometry. Source: the OMol25 dataset; level of theory: the ωB97M-V functional and the def2-TZVPD basis.

* charge: +1
* E_tot: -381.21207 hartree
* HOMO energy: -13.71 eV
* energy relative to the best compared isomer or geometry (same formula, charge and spin): 283.57 kcal per mole

The geometry in XYZ format:
```
19
Properties=species:S:1:pos:R:3:mulliken_charge:R:1
O 2.20 0.38 -1.58 -0.41
C 1.25 1.18 -1.25 0.24
C 1.23 1.79 0.16 -0.67
C -0.25 0.44 -1.43 -0.89
C -0.31 -0.74 -0.51 -0.26
N -1.36 -2.40 1.19 -0.43
C -1.04 -1.21 1.75 -0.25
N -0.17 -0.26 0.84 -0.30
H 1.16 1.96 -2.02 0.42
H 2.22 1.80 0.61 0.36
H 0.86 2.78 0.46 0.33
H -0.95 1.25 -1.14 0.38
H -0.30 0.24 -2.50 0.34
H 0.40 -1.56 -0.77 0.32
H -1.29 -1.18 -0.61 0.41
H -0.35 -2.02 2.17 0.35
H -2.13 -2.93 1.61 0.28
H -1.61 -0.49 2.32 0.46
H 0.45 0.98 0.70 0.33
```

***

The ion C5H11N2O with charge +1 in a non-equilibrium geometry. Source: the OMol25 dataset; level of theory: the ωB97M-V functional and the def2-TZVPD basis.

* 2S+1: 3
* charge: +1
* E_tot: -381.41377 hartree
* HOMO energy (alpha / beta): -10.81 / -14.55 eV
* <S²>: 2.02
* energy relative to the best compared isomer or geometry (same formula, charge and spin): 78.93 kcal per mole

The geometry in XYZ format:
```
19
Properties=species:S:1:pos:R:3:mulliken_charge:R:1
C 0.62 -0.04 1.13 0.44
C -0.77 -0.24 0.48 -1.02
C -0.39 -0.56 -1.00 0.35
C -1.85 -0.76 -1.65 -1.31
C 1.84 2.23 1.20 -0.48
N 1.19 1.11 1.37 -0.15
N 1.13 -1.17 1.52 -0.24
O 0.23 0.64 -1.46 -0.50
H -1.40 -1.01 0.98 0.39
H -1.45 0.66 0.70 0.39
H 0.40 -1.36 -1.06 0.31
H -2.50 -0.02 -1.17 0.39
H -2.08 -1.85 -1.55 0.33
H -1.66 -0.50 -2.67 0.49
H -0.38 0.89 -2.20 0.32
H 1.87 2.89 2.03 0.33
H 2.46 2.37 0.34 0.35
H 0.58 -1.95 1.25 0.28
H 2.18 -1.32 1.78 0.34
```

***

The ion C5H11N2O2S with charge +1 in a non-equilibrium geometry. Source: the OMol25 dataset; level of theory: the ωB97M-V functional and the def2-TZVPD basis.

* charge: +1
* E_tot: -854.93253 hartree
* HOMO energy: -13.04 eV
* energy relative to the best compared isomer or geometry (same formula, charge and spin): 62.11 kcal per mole

The geometry in XYZ format:
```
21
Properties=species:S:1:pos:R:3:mulliken_charge:R:1
C -2.28 0.05 -1.37 0.00
C -0.75 1.07 0.51 -0.84
C -0.70 -1.36 0.35 -0.73
C 0.62 1.21 -0.15 -0.36
C 0.70 -1.26 -0.22 -0.57
N -1.49 -0.13 0.08 0.05
N 1.36 0.03 0.18 -0.14
O -0.13 0.52 -2.84 -0.54
O -2.16 -0.99 -2.24 -0.37
S -1.58 0.44 -2.95 0.45
H -3.35 0.32 -1.22 0.48
H -0.47 1.01 1.55 0.41
H -1.34 2.05 0.31 0.34
H -1.11 -2.36 -0.05 0.34
H -0.72 -1.56 1.42 0.35
H 0.51 1.32 -1.27 0.21
H 1.25 2.08 0.01 0.43
H 1.28 -2.13 0.04 0.42
H 0.81 -1.18 -1.32 0.34
H 2.24 0.01 -0.31 0.36
H 1.52 -0.14 1.23 0.38
```

***

The ion C5H11N2S with charge +1 in a non-equilibrium geometry. Source: the OMol25 dataset; level of theory: the ωB97M-V functional and the def2-TZVPD basis.

* SMILES: C=C(C(N)=S)[NH+](C)C
* charge: +1
* E_tot: -704.47549 hartree
* HOMO energy: -13.10 eV
* energy relative to the best compared isomer or geometry (same formula, charge and spin): 72.21 kcal per mole

The geometry in XYZ format:
```
19
Properties=species:S:1:pos:R:3:mulliken_charge:R:1
C 0.22 -1.74 -0.46 -1.11
C -0.16 -0.52 -0.13 0.17
C -1.79 -0.31 0.21 0.47
N -2.53 -1.43 0.36 -0.44
S -2.46 1.18 0.23 -0.37
N 0.50 0.71 -0.06 0.21
C 1.29 0.95 1.16 -0.91
C 1.31 1.13 -1.15 -0.77
H 1.27 -1.97 -0.50 0.35
H -0.62 -2.34 -0.68 0.39
H -2.17 -2.45 0.57 0.28
H -3.53 -1.20 0.58 0.25
H -0.24 1.50 0.13 0.27
H 0.78 0.84 2.05 0.38
H 2.18 0.21 1.28 0.34
H 1.72 1.93 1.16 0.45
H 0.56 1.37 -2.07 0.33
H 1.86 1.99 -1.03 0.44
H 1.83 0.15 -1.64 0.26
```

***

The ion C5H11N2S with charge +1 in a non-equilibrium geometry. Source: the OMol25 dataset; level of theory: the ωB97M-V functional and the def2-TZVPD basis.

* SMILES: C1CSC2(C[NH2+]C2)N1
* charge: +1
* E_tot: -704.47891 hartree
* HOMO energy: -12.55 eV
* energy relative to the best compared isomer or geometry (same formula, charge and spin): 70.07 kcal per mole

The geometry in XYZ format:
```
19
Properties=species:S:1:pos:R:3:mulliken_charge:R:1
C 2.03 0.88 -0.21 -0.54
C 2.30 -0.37 0.57 -0.60
S 1.06 -1.61 -0.16 -0.11
C -0.09 -0.19 -0.29 0.73
C -1.35 -0.31 -1.14 -0.83
N -2.29 -0.43 0.01 -0.03
C -1.32 -0.13 1.08 -0.79
N 0.64 0.95 -0.53 -0.31
H 2.41 1.72 0.31 0.35
H 2.56 0.82 -1.21 0.24
H 3.26 -0.81 0.53 0.45
H 1.87 -0.37 1.63 0.23
H -1.47 0.72 -1.66 0.31
H -1.44 -1.12 -1.96 0.30
H -3.18 -0.02 -0.11 0.28
H -2.46 -1.47 0.14 0.41
H -1.45 -0.96 1.70 0.33
H -1.21 0.89 1.61 0.28
H 0.12 1.78 -0.30 0.28
```